[1]
{
  "formula": "C4H2O5Tb",
  "method": "wB97M-V/def2-TZVPD",
  "gap_ha": [0.1313, 0.2173],
  "s_squared": 12.340,
  "multiplicity": 7,
  "de_lowest_kj_mol": 196.20,
  "e_tot_ha": -1352.8554,
  "lumo_energy_ev": [-18.522, -16.200],
  "homo_energy_ev": [-22.09, -22.11],
  "charge": 3,
  "max_force_ev_per_a": 10.02,
  "elements": ["Tb", "O", "C", "C", "O", "C", "O", "C", "O", "O", "H", "H"],
  "coordinates": [[0.23, -1.09, 1.01], [-0.76, 4.10, -1.88], [-0.59, 3.42, -0.98], [2.14, -1.14, -0.34], [3.03, -1.17, -1.10], [-1.55, -1.82, -0.34], [-2.41, -2.04, -1.12], [-0.11, -0.12, -1.07], [-0.38, 0.06, -2.19], [0.56, 0.12, 3.10], [0.11, 0.97, 3.37], [1.13, -0.11, 3.87]]
}



[2]
{
  "formula": "C6H9NO2S2",
  "method": "wB97M-V/def2-TZVPD",
  "gap_ha": 0.3199,
  "de_lowest_kj_mol": 355.07,
  "e_tot_ha": -1235.4734,
  "lumo_energy_ev": -0.053,
  "homo_energy_ev": -8.76,
  "charge": 0,
  "max_force_ev_per_a": 3.83,
  "elements": ["C", "C", "C", "C", "C", "C", "N", "O", "O", "S", "S", "H", "H", "H", "H", "H", "H", "H", "H", "H"],
  "coordinates": [[1.90, 1.15, -0.72], [-0.55, -1.55, -0.05], [3.36, 0.89, -0.76], [1.27, 0.36, 0.42], [-0.18, 0.71, 0.60], [-2.43, -0.15, 0.59], [-1.03, -0.28, 0.32], [1.61, -2.14, 1.18], [1.87, -1.79, -1.28], [4.40, 0.13, 0.24], [1.27, -1.42, 0.01], [2.00, 2.30, -0.66], [1.59, 0.87, -1.75], [-1.11, -2.39, 0.56], [-0.95, -1.72, -1.08], [3.81, 1.18, -1.68], [1.72, 0.55, 1.43], [-2.43, 0.96, 0.80], [-2.84, -0.32, -0.38], [-2.74, -0.91, 1.35]]
}



[3]
{
  "formula": "C20H50CaCl2LiN5O14PS",
  "method": "wB97M-V/def2-TZVPD",
  "gap_ha": 0.0514,
  "e_tot_ha": -4463.5832,
  "lumo_energy_ev": -7.023,
  "homo_energy_ev": -8.42,
  "charge": 1,
  "max_force_ev_per_a": 3.65,
  "elements": ["C", "C", "O", "C", "C", "O", "C", "C", "O", "C", "C", "P", "N", "O", "C", "O", "O", "C", "C", "C", "C", "C", "N", "H", "H", "H", "H", "H", "H", "H", "H", "H", "H", "H", "H", "H", "H", "H", "H", "H", "H", "H", "H", "H", "H", "H", "H", "H", "H", "H", "H", "H", "O", "S", "O", "O", "O", "C", "O", "N", "N", "H", "H", "H", "H", "C", "Cl", "Cl", "H", "H", "C", "C", "C", "O", "C", "N", "H", "H", "H", "H", "H", "H", "H", "H", "H", "H", "H", "Li", "O", "H", "H", "H", "Ca", "O", "H"],
  "coordinates": [[8.67, -1.98, -0.72], [7.57, -1.09, -1.31], [6.88, -0.42, -0.28], [6.96, 0.99, -0.35], [5.69, 1.59, 0.20], [4.58, 1.00, -0.44], [3.45, 1.84, -0.50], [2.38, 1.30, 0.41], [1.14, 1.59, -0.21], [0.15, 1.60, 0.82], [-1.25, 1.80, 0.33], [-2.26, 1.61, 1.92], [-2.55, 2.97, 2.64], [-1.39, 3.04, -0.30], [-2.49, 2.95, -1.11], [-3.25, 3.82, -1.34], [-2.54, 1.69, -1.61], [-1.88, 0.82, -0.71], [-1.05, -0.20, -1.52], [-1.83, -1.53, -1.58], [-1.46, -2.39, -0.35], [-2.62, -2.63, 0.60], [-2.33, -3.85, 1.38], [8.52, -3.01, -1.04], [8.65, -1.91, 0.35], [9.66, -1.69, -1.04], [6.85, -1.71, -1.83], [7.99, -0.41, -2.04], [7.10, 1.35, -1.36], [7.82, 1.31, 0.24], [5.73, 2.66, 0.02], [5.68, 1.42, 1.28], [2.98, 1.73, -1.46], [3.68, 2.88, -0.30], [2.54, 0.22, 0.54], [2.48, 1.76, 1.38], [0.24, 0.73, 1.46], [0.37, 2.45, 1.45], [-1.51, 0.78, 2.78], [-3.50, 0.98, 1.64], [-2.16, 3.75, 2.12], [-2.56, 0.19, -0.15], [-0.07, -0.40, -1.11], [-0.92, 0.17, -2.53], [-2.89, -1.32, -1.54], [-1.66, -2.06, -2.51], [-0.71, -1.87, 0.24], [-1.03, -3.34, -0.64], [-3.55, -2.78, 0.07], [-2.73, -1.76, 1.25], [-1.43, -3.75, 1.80], [-3.01, -3.96, 2.11], [3.35, 1.68, 5.61], [3.10, 1.10, 4.27], [1.96, 1.78, 3.62], [2.80, -0.33, 4.38], [4.30, 1.27, 3.40], [-0.63, -3.31, -5.35], [-0.75, -3.18, -4.14], [0.32, -2.64, -6.08], [-1.44, -4.12, -6.08], [0.42, -2.72, -7.07], [0.93, -2.02, -5.58], [-2.15, -4.63, -5.59], [-1.36, -4.24, -7.08], [3.63, -3.89, -1.18], [3.01, -2.45, -1.93], [5.33, -4.25, -1.76], [3.68, -3.75, -0.11], [3.00, -4.73, -1.43], [-6.78, 0.18, 2.45], [-6.62, 1.42, 1.56], [-7.95, 2.12, 1.25], [-8.75, 1.47, 0.28], [-9.53, 0.40, 0.77], [-5.91, 1.03, 0.34], [-7.16, -0.67, 1.90], [-5.81, -0.10, 2.86], [-7.44, 0.38, 3.29], [-6.00, 2.13, 2.11], [-7.72, 3.10, 0.82], [-8.53, 2.30, 2.17], [-9.89, 0.58, 1.78], [-8.98, -0.55, 0.73], [-10.40, 0.30, 0.11], [-5.71, 1.87, -0.20], [-6.55, 0.51, -0.25], [1.68, 0.66, -2.13], [4.64, 4.22, 6.44], [4.91, 4.88, 5.77], [4.21, 3.43, 6.01], [4.05, 4.61, 7.11], [6.15, -6.31, -2.31], [1.10, 2.48, -3.80], [0.39, 3.03, -4.15]]
}



[4]
{
  "formula": "C27H28InN7OS",
  "method": "wB97M-V/def2-TZVPD",
  "gap_ha": 0.2202,
  "e_tot_ha": -2092.0777,
  "lumo_energy_ev": -6.989,
  "homo_energy_ev": -12.98,
  "charge": 2,
  "max_force_ev_per_a": 1.59,
  "elements": ["In", "C", "C", "N", "N", "C", "N", "S", "C", "C", "C", "C", "C", "N", "H", "H", "H", "H", "H", "H", "H", "H", "H", "C", "C", "C", "C", "C", "C", "H", "H", "H", "H", "H", "H", "C", "C", "C", "C", "C", "N", "C", "O", "N", "C", "C", "C", "C", "N", "C", "C", "C", "H", "H", "H", "H", "H", "H", "H", "H", "H", "H", "H", "H", "H"],
  "coordinates": [[0.46, 1.45, 2.28], [3.90, -1.47, 3.01], [2.63, -0.77, 2.65], [2.30, 0.37, 3.12], [2.99, 0.98, 4.08], [2.69, 2.21, 4.41], [3.32, 2.72, 5.47], [1.57, 3.28, 3.59], [1.66, -1.40, 1.72], [2.00, -2.50, 0.95], [1.04, -3.06, 0.12], [-0.24, -2.53, 0.10], [-0.50, -1.43, 0.90], [0.43, -0.87, 1.67], [4.40, -0.92, 3.80], [3.69, -2.49, 3.34], [4.57, -1.53, 2.15], [3.94, 2.14, 6.01], [3.13, 3.66, 5.77], [3.00, -2.91, 0.99], [1.30, -3.91, -0.51], [-1.02, -2.95, -0.51], [-1.49, -0.99, 0.93], [-2.20, 2.19, 4.97], [-1.88, 3.54, 4.99], [-1.65, 4.24, 3.81], [-1.75, 3.58, 2.59], [-2.07, 2.21, 2.56], [-2.30, 1.52, 3.77], [-2.41, 1.67, 5.90], [-1.84, 4.07, 5.94], [-1.43, 5.29, 3.83], [-1.64, 4.14, 1.67], [-2.33, 1.73, 1.62], [-2.64, 0.49, 3.74], [-3.92, -3.66, -4.06], [-2.70, -2.81, -4.27], [-2.67, -1.82, -5.26], [-1.53, -1.07, -5.48], [-0.39, -1.27, -4.71], [0.77, -0.53, -5.05], [1.89, -0.24, -4.32], [2.95, 0.03, -4.80], [1.74, -0.25, -2.89], [0.93, 0.60, -2.19], [-0.16, 1.29, -2.75], [-0.91, 2.13, -1.95], [-0.61, 2.24, -0.60], [0.40, 1.57, -0.06], [1.16, 0.78, -0.82], [-0.42, -2.23, -3.71], [-1.56, -2.99, -3.50], [-4.44, -3.84, -5.00], [-4.63, -3.15, -3.39], [-3.66, -4.61, -3.61], [-3.55, -1.66, -5.87], [-1.52, -0.33, -6.27], [0.91, -0.38, -6.04], [2.64, -0.43, -2.47], [-0.38, 1.20, -3.80], [-1.73, 2.70, -2.37], [-1.18, 2.90, 0.05], [2.01, 0.30, -0.35], [0.48, -2.43, -3.13], [-1.55, -3.78, -2.76]]
}



[5]
{
  "formula": "C6H11N",
  "method": "wB97M-V/def2-TZVPD",
  "gap_ha": 0.3613,
  "de_lowest_kj_mol": 627.41,
  "e_tot_ha": -289.7327,
  "lumo_energy_ev": 1.072,
  "homo_energy_ev": -8.76,
  "smiles": "CN1[C@@H]2CCC[C@H]21",
  "charge": 0,
  "max_force_ev_per_a": 5.07,
  "elements": ["C", "N", "C", "C", "C", "C", "C", "H", "H", "H", "H", "H", "H", "H", "H", "H", "H", "H"],
  "coordinates": [[2.51, 0.03, 0.35], [1.61, -0.19, -0.85], [0.34, -0.67, -0.24], [-1.13, -1.17, -0.22], [-1.86, 0.09, 0.19], [-0.84, 1.27, -0.12], [0.26, 0.62, -0.84], [2.96, -0.96, 0.52], [3.53, 0.71, 0.05], [1.99, 0.58, 1.24], [0.58, -0.75, 0.95], [-1.64, -1.74, -1.17], [-1.27, -2.00, 0.52], [-2.84, 0.01, -0.24], [-1.98, 0.17, 1.38], [-1.50, 2.05, -0.67], [-0.44, 1.62, 0.88], [-0.29, 0.31, -1.74]]
}